Entry from the OMol25 dataset: 12 unconnected molecules or ions with the total composition C42H108O36S10 at a distorted geometry (ωB97M-V with the def2-TZVPD basis set).

Output
- DFT total energy (eV) = -227352.348
- charge = 0
- structure (SMILES) = CCOS(C)(=O)=O.CCOS(C)(=O)=O.CCOS(C)(=O)=O.CCOS(C)(=O)=O.CCOS(C)(=O)=O.CCOS(C)(=O)=O.CCOS(C)(=O)=O.CCOS(C)(=O)=O.CCOS(C)(=O)=O.CCOS(C)(=O)=O.COCCOCCOC.COCCOCCOC
- ΔE to the lowest compared entry with this formula, charge and spin (kcal per mole) = 137.88
- lowest unoccupied orbital energy (eV) = 0.16
- orbital gap (eV) = 9.631
- highest occupied orbital energy (eV) = -9.468

```
196
Properties=species:S:1:pos:R:3:forces:R:3:mulliken_charge:R:1
O 3.8020 12.0692 0.6081 2.234 -1.168 0.524 -0.585
S 5.1500 11.5238 0.7836 -0.835 0.484 -1.392 1.121
O 5.8404 11.5719 2.0566 -0.948 -0.609 -1.059 -0.582
O 5.1139 10.0193 0.0849 -0.815 2.623 1.333 -0.271
C 6.1965 9.1773 0.3739 1.308 -0.497 0.437 -0.254
C 5.5436 7.8653 0.6506 -0.253 -0.425 0.212 -1.233
C 6.2408 12.2452 -0.4325 -0.738 0.832 0.221 -0.922
H 6.8147 9.4819 1.2183 -0.510 0.366 0.461 0.403
H 6.9302 9.2385 -0.4299 -0.297 -0.510 -0.597 0.342
H 6.2519 7.0932 0.9511 -0.107 -0.169 -0.432 0.368
H 4.8873 7.6293 -0.1871 0.379 -0.553 -0.138 0.315
H 4.8504 8.0056 1.4799 0.140 0.076 0.204 0.289
H 7.2289 11.7922 -0.3506 -0.171 0.112 -0.124 0.317
H 6.2403 13.3143 -0.2199 0.431 -0.011 0.299 0.377
H 5.7674 12.1905 -1.4128 0.163 -0.559 0.061 0.317
O 9.3955 -2.9263 8.4547 0.056 -0.935 -1.234 -0.580
S 9.3705 -3.9207 7.4061 1.119 -0.782 -0.147 1.062
O 8.1268 -4.5505 7.0127 1.095 0.680 0.147 -0.551
O 10.1708 -3.3043 6.1034 -0.417 0.081 1.035 -0.307
C 9.6511 -3.5259 4.8113 -2.024 -0.080 -1.416 -0.327
C 8.4091 -2.6685 4.5000 0.912 0.023 0.133 -1.045
C 10.6601 -5.2148 7.7352 -1.422 1.076 0.204 -0.879
H 9.3517 -4.5549 4.6123 0.217 -0.373 0.608 0.281
H 10.3672 -3.3089 4.0186 0.649 0.221 0.670 0.401
H 8.7351 -1.6284 4.5043 -0.308 0.135 -0.002 0.274
H 7.5950 -2.8177 5.2093 0.108 -0.058 -0.117 0.360
H 8.1015 -2.9408 3.4904 -0.232 0.115 0.011 0.337
H 10.6910 -5.9058 6.8928 -0.011 0.224 0.043 0.302
H 10.3125 -5.7159 8.6387 0.296 -0.022 0.004 0.352
H 11.5767 -4.6406 7.8705 -0.046 -0.304 0.061 0.320
O -6.3121 -6.1407 -5.5326 0.710 -0.678 -1.968 -0.578
S -5.7401 -6.6235 -6.7945 -0.228 0.108 0.050 1.084
O -5.7529 -5.7727 -8.0016 0.551 -1.942 2.662 -0.571
O -4.1291 -7.0527 -6.4223 -2.402 1.118 -2.386 -0.298
C -3.8921 -7.7728 -5.2575 1.020 -0.424 2.102 -0.208
C -2.4826 -7.3902 -4.7204 -1.366 -0.398 -0.293 -1.240
C -6.5802 -8.3009 -7.2252 1.792 1.469 0.814 -0.831
H -3.9469 -8.8538 -5.3861 -0.024 -0.124 -0.522 0.307
H -4.6059 -7.5337 -4.4691 -0.204 0.210 -0.112 0.390
H -2.3088 -8.0061 -3.8381 0.152 0.034 0.019 0.352
H -2.5471 -6.3451 -4.4177 0.474 -0.008 -0.174 0.316
H -1.7237 -7.6024 -5.4735 0.037 0.295 0.117 0.321
H -6.3327 -8.9562 -6.3902 -0.318 0.142 0.143 0.288
H -6.0430 -8.6901 -8.0901 -0.476 0.280 -0.231 0.326
H -7.6465 -8.0914 -7.3110 0.280 -0.064 -0.196 0.341
O 5.3593 -8.2364 -4.2147 0.599 0.922 0.008 -0.573
S 5.8324 -6.8832 -4.3743 0.998 1.830 0.232 1.118
O 6.1544 -6.0516 -3.1786 -0.477 -2.082 -2.831 -0.589
O 7.1188 -6.8672 -5.4902 -4.725 1.048 0.933 -0.275
C 8.3635 -7.3071 -5.1532 2.236 -0.037 -0.557 -0.269
C 9.3161 -6.1469 -4.9362 0.699 -0.467 1.309 -1.060
C 4.6591 -5.9804 -5.4354 -0.082 0.064 0.149 -0.900
H 8.7067 -7.8016 -6.0620 0.002 -0.747 0.261 0.285
H 8.3368 -7.9562 -4.2779 0.222 -0.256 -0.162 0.312
H 10.3400 -6.5169 -4.9899 0.108 -0.194 -0.065 0.372
H 9.1872 -5.8852 -3.8860 0.022 0.880 -0.142 0.266
H 9.2827 -5.3035 -5.6259 -0.597 -0.151 0.088 0.316
H 4.8677 -4.9155 -5.5387 0.527 -0.175 0.324 0.322
H 3.6843 -6.0536 -4.9532 0.124 -0.243 0.192 0.354
H 4.5715 -6.3932 -6.4404 0.330 -0.382 0.260 0.319
O -0.6220 -1.9342 -6.9950 -2.502 3.641 -0.430 -0.613
S -1.4690 -0.6921 -7.1146 2.189 -1.689 -0.293 1.166
O -0.8399 0.6087 -7.4725 -1.514 -2.861 1.019 -0.614
O -2.6387 -1.0311 -8.1966 2.373 -2.509 1.947 -0.273
C -3.3556 0.0495 -8.6157 -1.192 1.858 0.113 -0.135
C -4.7218 -0.3771 -9.0498 0.370 -0.702 -1.543 -1.297
C -2.5701 -0.5715 -5.6606 1.234 0.581 -0.513 -0.898
H -2.6741 0.4828 -9.3478 -0.973 0.914 -0.354 0.329
H -3.6158 0.7154 -7.7929 0.883 0.557 0.154 0.310
H -5.3133 -0.9265 -8.3174 0.214 0.442 0.398 0.289
H -4.5574 -1.0983 -9.8504 -0.492 0.122 -0.441 0.340
H -5.2194 0.5261 -9.4028 -0.344 -0.297 -0.107 0.367
H -2.9462 0.4492 -5.7310 -0.337 -0.210 0.260 0.343
H -1.9356 -0.6638 -4.7792 -0.086 -0.027 -0.047 0.379
H -3.3267 -1.3545 -5.7118 0.184 0.171 -0.113 0.308
O 2.2726 -7.3098 6.8676 0.393 -0.574 0.304 -0.606
S 1.8447 -6.4817 5.7971 -1.891 1.338 0.723 1.147
O 2.4508 -6.5071 4.5080 -0.242 0.052 0.231 -0.579
O 0.2387 -6.8133 5.5275 2.339 -0.116 -1.286 -0.263
C -0.6711 -6.9098 6.5729 -1.625 0.846 1.119 -0.009
C -2.0550 -7.1944 6.0369 -0.595 -0.045 -1.475 -1.356
C 1.7771 -4.7401 6.4736 -0.070 -1.647 -0.564 -0.947
H -0.7217 -5.9264 7.0403 0.071 0.037 0.463 0.273
H -0.5059 -7.6683 7.3381 0.888 -0.017 -0.131 0.266
H -2.1494 -8.1991 5.6249 -0.043 -0.403 0.745 0.302
H -2.3403 -6.6510 5.1361 0.527 0.743 -0.004 0.366
H -2.8461 -6.9233 6.7361 0.208 -0.504 0.330 0.368
H 2.8136 -4.4046 6.5065 -0.169 0.163 -0.386 0.377
H 1.4185 -4.7814 7.5022 -0.168 -0.151 -0.196 0.336
H 1.0959 -4.2072 5.8102 0.377 0.286 0.122 0.326
O -0.6389 7.3337 3.8530 -0.343 0.523 -0.221 -0.574
S -1.5469 8.2896 3.2940 -2.619 1.117 -0.263 1.152
O -2.8931 7.8906 2.8213 2.784 0.639 0.772 -0.624
O -1.7766 9.4500 4.4640 1.584 -2.302 -0.577 -0.289
C -2.7508 10.4356 4.2882 -0.536 1.410 -0.625 -0.058
C -2.3270 11.6154 5.1503 -0.363 -0.162 1.075 -1.223
C -0.7223 9.3621 2.0478 -0.973 -1.151 0.998 -0.903
H -3.7323 10.0084 4.4937 -0.033 0.261 0.134 0.302
H -2.7267 10.8179 3.2677 -0.315 -0.309 -0.312 0.217
H -3.0967 12.3556 5.3692 -0.326 -0.074 -0.616 0.381
H -1.4662 12.1462 4.7436 0.044 -0.240 0.022 0.280
H -2.1101 11.2419 6.1511 0.459 -0.071 0.006 0.312
H -0.0321 9.9403 2.6620 0.169 -0.015 -0.513 0.345
H -1.5373 9.9419 1.6144 0.283 0.111 -0.048 0.284
H -0.2873 8.6915 1.3067 0.188 0.253 0.125 0.395
O -3.0569 -11.7314 -0.9433 -0.048 0.543 1.527 -0.597
S -3.1167 -11.1945 0.4073 0.242 2.138 0.865 1.156
O -3.8222 -9.9472 0.7357 1.116 -2.199 -0.985 -0.616
O -3.7639 -12.2498 1.4048 0.274 0.150 -0.175 -0.309
C -3.4436 -13.6416 1.2858 -1.398 -1.295 -0.230 -0.288
C -4.7417 -14.4061 0.8825 0.949 1.533 0.519 -1.113
C -1.3944 -11.0593 1.1383 -1.610 0.341 -1.845 -0.894
H -3.1433 -14.0305 2.2588 0.276 0.449 0.080 0.353
H -2.6686 -13.8531 0.5490 0.076 0.346 0.011 0.343
H -5.5465 -14.1195 1.5594 0.152 -0.347 0.394 0.297
H -4.4847 -15.4626 0.9597 -0.547 -0.038 -0.546 0.362
H -5.0780 -13.9763 -0.0611 0.211 -0.817 -0.432 0.292
H -0.9140 -11.9401 0.7124 0.278 -0.167 0.959 0.334
H -1.5111 -10.8409 2.1998 0.202 -0.685 -0.120 0.313
H -0.9332 -10.1992 0.6529 -0.160 0.067 -0.029 0.367
O 2.3353 1.1685 7.7894 -2.182 1.354 0.187 -0.575
S 1.0278 1.7842 7.5691 -1.606 -0.398 -0.881 1.113
O -0.2346 1.2510 8.1592 3.111 1.282 -0.886 -0.610
O 1.1231 3.4242 7.8391 0.456 -1.965 0.480 -0.289
C -0.0598 4.1589 8.1908 -0.856 1.085 -0.234 -0.031
C 0.3686 5.5761 8.5158 1.138 -0.030 -0.462 -1.269
C 0.7669 1.8600 5.7429 -0.130 0.234 0.909 -0.915
H -0.5889 3.8036 9.0751 0.157 -0.764 -0.305 0.291
H -0.7051 4.2108 7.3139 -0.308 -0.438 0.105 0.277
H -0.4107 6.2454 8.8803 -0.134 -0.486 0.276 0.368
H 0.7750 6.0751 7.6360 0.094 -0.100 -0.112 0.304
H 1.1950 5.4540 9.2160 -0.115 0.515 0.319 0.336
H 1.6415 2.3216 5.2846 0.037 -0.297 0.127 0.330
H -0.0978 2.4938 5.5461 -0.007 0.023 0.248 0.312
H 0.5344 0.8650 5.3635 0.336 -0.004 0.191 0.356
O -6.6266 1.7858 -2.9673 -1.436 -1.514 1.401 -0.582
S -7.5516 0.8184 -2.3742 0.872 0.144 -0.387 1.060
O -8.6793 0.3667 -3.1744 1.032 0.404 1.247 -0.601
O -6.6513 -0.4645 -1.9289 -0.482 1.823 -0.184 -0.224
C -7.2569 -1.7505 -1.8105 -0.743 -0.397 -0.933 -0.124
C -6.2540 -2.5796 -1.1189 0.879 -1.199 0.281 -1.253
C -8.1292 1.3489 -0.6902 0.087 0.183 -1.679 -0.864
H -7.4556 -2.0705 -2.8334 -0.040 -0.333 0.076 0.281
H -8.2119 -1.7933 -1.2867 -0.094 0.668 0.166 0.356
H -6.5722 -3.6091 -0.9551 -0.413 0.028 -0.091 0.404
H -6.0145 -2.1831 -0.1322 0.193 0.162 -0.137 0.300
H -5.3701 -2.6793 -1.7489 0.247 0.277 0.273 0.283
H -8.6738 0.5059 -0.2650 0.028 0.182 -0.040 0.300
H -8.7779 2.1849 -0.9518 -0.250 -0.110 0.302 0.345
H -7.3246 1.7179 -0.0541 0.149 -0.331 -0.322 0.316
C -0.9219 1.0810 0.1020 -1.109 0.494 -0.827 -0.450
O -0.3267 1.6622 -1.0922 1.094 -0.712 2.321 -0.327
C 1.0609 1.9244 -0.7821 -0.141 -1.020 -0.830 -0.673
C 1.9924 0.6547 -0.7543 -0.639 0.448 -0.132 -0.426
O 1.6146 -0.3748 0.2096 1.233 1.014 0.044 -0.185
C 2.3659 -1.5871 0.0510 -2.159 -1.089 -1.823 -0.686
C 1.4432 -2.3902 -0.9555 0.445 -0.910 -0.041 -0.518
O 0.0563 -2.3723 -0.6574 -0.600 1.151 -0.515 -0.216
C -0.3223 -3.0022 0.5225 0.663 0.371 1.609 -0.886
H -0.6152 1.6596 0.9733 0.156 -0.195 0.137 0.301
H -0.7676 0.0089 0.2241 0.548 0.152 -0.138 0.042
H -1.9986 1.2140 -0.0040 -0.078 0.117 -0.071 0.259
H 1.2636 2.4989 0.1218 -0.724 0.086 0.337 0.344
H 1.3018 2.5674 -1.6286 0.855 -0.186 0.012 0.358
H 3.0101 0.9888 -0.5524 0.150 0.142 0.261 0.393
H 2.0086 0.3318 -1.7952 -0.189 -0.823 0.035 0.295
H 2.4517 -2.2700 0.8962 -0.215 1.036 0.862 0.363
H 3.3782 -1.4638 -0.3339 -0.057 0.276 -0.236 0.375
H 1.6136 -3.4646 -1.0246 1.169 -0.177 0.166 0.455
H 1.5937 -2.0114 -1.9664 -0.441 0.246 0.051 0.251
H -0.4329 -4.0857 0.4796 0.048 -0.123 -0.347 0.338
H -1.1935 -2.5700 1.0148 -0.667 0.099 -0.973 0.290
H 0.3752 -2.7531 1.3222 0.642 -0.410 0.083 0.306
C -2.5764 13.4297 -0.9447 1.013 0.720 0.549 -0.860
O -2.2757 12.2404 -1.5990 0.557 0.044 2.779 -0.145
C -2.8662 12.1118 -2.7828 -1.698 -1.965 -2.293 -0.781
C -2.9292 10.6172 -3.1082 0.101 0.101 -0.421 -0.264
O -3.6714 9.9167 -2.1402 -0.705 -1.447 0.672 -0.347
C -4.0775 8.5490 -2.5121 1.360 0.888 0.709 -0.768
C -2.9041 7.6260 -2.9211 -0.618 0.851 -1.617 -0.398
O -2.3953 7.9155 -4.2599 -1.224 -0.461 1.351 -0.309
C -1.6514 6.8378 -4.7504 1.324 0.508 -0.584 -0.755
H -3.6210 13.7080 -0.8057 -0.386 -0.601 -0.254 0.340
H -2.1111 14.2479 -1.4943 0.119 0.400 0.066 0.343
H -2.1164 13.3474 0.0401 -0.002 0.223 0.000 0.220
H -2.3035 12.6221 -3.5644 -0.095 0.209 -0.429 0.383
H -3.9170 12.4015 -2.7923 -0.193 0.703 0.141 0.366
H -1.8943 10.2757 -3.1257 0.040 -0.401 -0.334 0.238
H -3.4546 10.4674 -4.0514 0.509 0.129 -0.506 0.384
H -4.9703 8.5913 -3.1360 0.493 -0.033 -0.919 0.352
H -4.4790 8.0462 -1.6324 0.221 0.492 0.578 0.351
H -3.3082 6.6138 -2.9316 0.023 -0.215 0.080 0.490
H -2.0623 7.6716 -2.2302 -0.148 0.164 0.348 0.311
H -0.6186 6.8986 -4.4071 0.315 0.022 0.367 0.308
H -1.5616 7.0007 -5.8244 -0.329 -0.420 -0.099 0.246
H -1.9709 5.8302 -4.4844 -0.658 0.069 -0.131 0.296
```
Forces are in eV/Å.